16
Properties=species:S:1:pos:R:3:forces:R:3:nbo_charge:R:1 method="wB97M-V/def2-TZVPD" energy_ha=-271.58793 de_lowest_kcal_mol=103.34 e_homo_ev=-8.633 charge=0 smiles=CC(C)[C@H]1CO1 homo_lumo_gap_ev=9.782
C -0.3367 -0.8076 1.3937 0.208 -0.285 0.219 -0.63
C 0.1601 0.2914 0.5069 1.025 -1.109 -0.154 -0.06
C 1.5547 0.7924 0.6876 0.441 -0.124 0.268 -0.63
C 0.2664 -0.4136 -1.1520 -1.196 2.897 1.271 -0.05
C -1.0846 -0.6185 -1.6833 -0.646 -0.103 -0.131 -0.13
O -0.7514 0.6803 -1.3200 -1.198 0.924 -2.500 -0.52
H -1.3475 -1.1313 1.1071 0.301 0.091 0.023 0.21
H -0.3954 -0.4651 2.4320 0.070 -0.088 0.009 0.21
H 0.3468 -1.6487 1.2970 -0.079 -0.273 0.309 0.20
H -0.5140 1.1817 0.7150 0.516 -1.117 -1.247 0.21
H 1.6713 1.2951 1.6506 0.116 -0.058 0.054 0.21
H 1.7944 1.5189 -0.1007 -0.020 -0.192 0.191 0.22
H 2.2262 -0.0600 0.6042 0.409 0.129 0.152 0.20
H 1.0256 -0.3439 -1.9847 -0.101 0.068 1.602 0.20
H -1.2698 -0.5802 -2.7524 0.347 -0.967 -0.169 0.20
H -1.8185 -1.1712 -1.1054 -0.193 0.204 0.105 0.17